Record 1
The following is a DFT calculation (ωB97M-V/def2-TZVPD) of a cluster of 13 separate species, C26H78O13 in total at a distorted geometry.

Last columns: bonded neighbours and bond lengths (Å).
Geometry (Å):
1 C 17.84 -6.23 1.15  C2 1.509, H4 1.084, H5 1.098, H6 1.095
2 C 18.07 -7.65 1.59  C1 1.509, O3 1.482, H7 1.088, H8 1.085
3 O 17.29 -7.94 2.82  C2 1.482, H9 0.964
4 H 18.29 -5.52 1.83  C1 1.084
5 H 16.77 -5.97 1.05  C1 1.098
6 H 18.22 -6.13 0.13  C1 1.095
7 H 19.11 -7.73 1.92  C2 1.088
8 H 17.70 -8.33 0.84  C2 1.085
9 H 16.77 -8.74 2.64  O3 0.964
10 C 21.21 -4.73 2.91  C11 1.493, H13 1.092, H14 1.101, H15 1.093
11 C 21.47 -5.94 3.75  C10 1.493, O12 1.481, H16 1.112, H17 1.098
12 O 22.90 -5.94 4.15  C11 1.481, H18 0.958
13 H 20.35 -4.79 2.24  C10 1.092
14 H 22.03 -4.62 2.19  C10 1.101
15 H 21.16 -3.77 3.42  C10 1.093
16 H 21.34 -6.84 3.11  C11 1.112
17 H 20.76 -6.01 4.59  C11 1.098
18 H 23.03 -6.52 4.90  O12 0.958
19 C 17.15 -13.03 2.93  C20 1.502, H22 1.107, H23 1.087, H24 1.078
20 C 17.68 -12.22 1.78  C19 1.502, O21 1.468, H25 1.093, H26 1.108
21 O 16.75 -11.14 1.43  C20 1.468, H27 0.996
22 H 17.91 -13.81 3.17  C19 1.107
23 H 16.28 -13.61 2.64  C19 1.087
24 H 17.04 -12.42 3.80  C19 1.078
25 H 17.91 -12.83 0.90  C20 1.093
26 H 18.63 -11.76 2.09  C20 1.108
27 H 16.96 -10.85 0.51  O21 0.996
28 C 19.04 -9.86 5.88  C29 1.485, H31 1.095, H32 1.088, H33 1.092
29 C 20.09 -9.18 5.09  C28 1.485, O30 1.467, H34 1.099, H35 1.111
30 O 21.42 -9.73 5.36  C29 1.467, H36 0.952
31 H 18.08 -9.33 5.78  C28 1.095
32 H 19.28 -9.95 6.94  C28 1.088
33 H 18.89 -10.86 5.47  C28 1.092
34 H 20.05 -8.08 5.19  C29 1.099
35 H 19.82 -9.32 4.02  C29 1.111
36 H 22.03 -9.06 5.65  O30 0.952
37 C 18.82 -1.45 2.16  C38 1.483, H40 1.097, H41 1.100, H42 1.085
38 C 20.19 -0.93 1.92  C37 1.483, O39 1.484, H43 1.101, H44 1.100
39 O 20.69 -1.41 0.61  C38 1.484, H45 0.957
40 H 18.57 -1.43 3.23  C37 1.097
41 H 18.75 -2.52 1.92  C37 1.100
42 H 18.05 -0.90 1.61  C37 1.085
43 H 20.91 -1.28 2.67  C38 1.101
44 H 20.18 0.17 1.91  C38 1.100
45 H 21.29 -0.76 0.24  O39 0.957
46 C 21.60 -9.98 0.01  C47 1.482, H49 1.095, H50 1.103, H51 1.081
47 C 20.88 -8.72 -0.25  C46 1.482, O48 1.418, H52 1.095, H53 1.095
48 O 21.22 -8.28 -1.55  C47 1.418, H54 0.976
49 H 22.68 -9.83 -0.01  C46 1.095
50 H 21.43 -10.63 -0.86  C46 1.103
51 H 21.24 -10.50 0.90  C46 1.081
52 H 21.20 -7.93 0.44  C47 1.095
53 H 19.82 -8.96 -0.15  C47 1.095
54 H 20.72 -7.45 -1.67  O48 0.976
55 C 13.11 -12.62 2.03  C56 1.497, H58 1.093, H59 1.098, H60 1.087
56 C 13.58 -12.04 3.33  C55 1.497, O57 1.406, H61 1.105, H62 1.093
57 O 14.31 -10.85 3.20  C56 1.406, H63 0.989
58 H 12.58 -11.85 1.47  C55 1.093
59 H 12.35 -13.39 2.21  C55 1.098
60 H 13.92 -13.06 1.44  C55 1.087
61 H 14.17 -12.78 3.91  C56 1.105
62 H 12.73 -11.84 3.98  C56 1.093
63 H 15.11 -11.02 2.64  O57 0.989
64 C 14.54 -9.13 0.18  C65 1.578, H67 1.088, H68 1.082, H69 1.098
65 C 13.65 -7.97 -0.42  C64 1.578, O66 1.478, H70 1.111, H71 1.105
66 O 14.50 -6.97 -1.10  C65 1.478, H72 0.964
67 H 14.47 -10.08 -0.34  C64 1.088
68 H 14.34 -9.28 1.23  C64 1.082
69 H 15.60 -8.83 0.12  C64 1.098
70 H 13.12 -7.50 0.44  C65 1.111
71 H 12.84 -8.36 -1.06  C65 1.105
72 H 13.95 -6.33 -1.55  O66 0.964
73 C 13.29 -4.41 0.02  C74 1.502, H76 1.086, H77 1.100, H78 1.092
74 C 12.66 -3.05 0.08  C73 1.502, O75 1.416, H79 1.096, H80 1.092
75 O 11.28 -3.21 0.36  C74 1.416, H81 0.963
76 H 13.04 -5.02 0.88  C73 1.086
77 H 14.38 -4.34 -0.03  C73 1.100
78 H 12.97 -4.91 -0.90  C73 1.092
79 H 12.81 -2.53 -0.87  C74 1.096
80 H 13.09 -2.43 0.88  C74 1.092
81 H 10.96 -2.39 0.77  O75 0.963
82 C 22.77 -4.80 -1.93  C83 1.457, H85 1.103, H86 1.090, H87 1.090
83 C 21.86 -4.75 -0.79  C82 1.457, O84 1.384, H88 1.110, H89 1.092
84 O 20.65 -5.37 -1.01  C83 1.384, H90 0.960
85 H 22.86 -5.85 -2.24  C82 1.103
86 H 23.77 -4.47 -1.65  C82 1.090
87 H 22.42 -4.27 -2.81  C82 1.090
88 H 21.73 -3.69 -0.50  C83 1.110
89 H 22.34 -5.09 0.13  C83 1.092
90 H 20.00 -4.71 -1.26  O84 0.960
91 C 12.58 -5.82 4.33  C92 1.564, H94 1.093, H95 1.096, H96 1.097
92 C 13.11 -6.97 3.41  C91 1.564, O93 1.421, H97 1.097, H98 1.109
93 O 13.42 -8.13 4.18  C92 1.421, H99 0.976
94 H 13.35 -5.12 4.64  C91 1.093
95 H 12.16 -6.24 5.25  C91 1.096
96 H 11.75 -5.27 3.87  C91 1.097
97 H 14.00 -6.61 2.88  C92 1.097
98 H 12.36 -7.15 2.62  C92 1.109
99 H 14.14 -8.57 3.70  O93 0.976
100 C 17.86 -12.62 -2.15  C101 1.512, H103 1.081, H104 1.093, H105 1.099
101 C 17.49 -11.20 -2.51  C100 1.512, O102 1.420, H106 1.098, H107 1.098
102 O 17.44 -10.41 -1.32  C101 1.420, H108 0.998
103 H 18.61 -12.68 -1.37  C100 1.081
104 H 18.18 -13.17 -3.03  C100 1.093
105 H 16.94 -13.14 -1.84  C100 1.099
106 H 16.52 -11.21 -3.02  C101 1.098
107 H 18.23 -10.77 -3.20  C101 1.098
108 H 17.62 -9.47 -1.60  O102 0.998
109 C 16.90 -7.52 -4.17  C110 1.505, H112 1.085, H113 1.089, H114 1.093
110 C 17.17 -6.72 -2.93  C109 1.505, O111 1.441, H115 1.094, H116 1.103
111 O 17.35 -7.57 -1.78  C110 1.441, H117 0.972
112 H 17.62 -8.33 -4.20  C109 1.085
113 H 16.98 -6.86 -5.04  C109 1.089
114 H 15.89 -7.92 -4.17  C109 1.093
115 H 16.44 -5.93 -2.71  C110 1.094
116 H 18.13 -6.20 -3.06  C110 1.103
117 H 16.57 -7.55 -1.19  O111 0.972

Its total charge is 0.

Löwdin atomic charge list, values in e, 5 entries:
1. C -0.073
2. C -0.258
3. O -0.101
4. H 0.056
5. H 0.075

***

Record 2
The following is a DFT calculation (ωB97M-V/def2-TZVPD) of a cluster of 11 separate species, C26H79N15O11 in total at a distorted geometry.

Last columns: bonded neighbours and bond lengths (Å).
Geometry (Å):
1 C -3.15 -2.58 -3.55  O2 1.410, H3 1.097, H4 1.098, H5 1.087
2 O -4.12 -1.57 -3.68  C1 1.410, H6 0.963
3 H -2.13 -2.50 -3.94  C1 1.097
4 H -2.92 -2.67 -2.48  C1 1.098
5 H -3.57 -3.53 -3.84  C1 1.087
6 H -3.80 -0.72 -3.37  O2 0.963
7 C 1.85 -2.93 -5.15  O8 1.222, N9 1.359, N10 1.373
8 O 1.81 -3.74 -6.06  C7 1.222
9 N 2.61 -1.80 -5.17  C7 1.359, H11 1.003, H12 1.006
10 N 1.34 -3.18 -3.90  C7 1.373, H13 1.005, H14 1.006
11 H 2.51 -1.00 -4.58  N9 1.003
12 H 3.23 -1.61 -5.93  N9 1.006
13 H 1.62 -2.71 -3.06  N10 1.005
14 H 0.71 -3.96 -3.83  N10 1.006
15 C -5.61 1.83 -0.63  O16 1.228, N17 1.370, N18 1.359
16 O -5.55 0.81 0.05  C15 1.228
17 N -6.79 2.50 -0.84  C15 1.370, H19 1.003, H20 0.999
18 N -4.55 2.38 -1.28  C15 1.359, H21 0.997, H22 1.012
19 H -7.65 2.08 -0.53  N17 1.003
20 H -6.83 3.31 -1.43  N17 0.999
21 H -4.63 3.22 -1.82  N18 0.997
22 H -3.73 1.79 -1.21  N18 1.012
23 C -3.11 -2.70 0.11  O24 1.232, N25 1.356, N26 1.360
24 O -3.85 -3.68 0.01  C23 1.232
25 N -3.56 -1.43 0.09  C23 1.356, H27 1.005, H28 1.020
26 N -1.76 -2.80 0.19  C23 1.360, H29 1.006, H30 0.992
27 H -4.49 -1.16 -0.18  N25 1.005
28 H -2.84 -0.73 -0.09  N25 1.020
29 H -1.29 -1.98 0.53  N26 1.006
30 H -1.30 -3.68 0.12  N26 0.992
31 C -0.91 0.30 -0.97  O32 1.256, N33 1.370, N34 1.338
32 O -1.94 0.92 -0.62  C31 1.256
33 N 0.12 -0.05 -0.13  C31 1.370, H35 1.010, H36 1.011
34 N -0.70 0.02 -2.26  C31 1.338, H37 1.025, H38 1.005
35 H 0.21 0.46 0.73  N33 1.010
36 H 0.75 -0.82 -0.31  N33 1.011
37 H -1.35 0.51 -2.89  N34 1.025
38 H 0.01 -0.66 -2.46  N34 1.005
39 C 2.27 -3.37 -0.63  O40 1.251, N41 1.352, N42 1.355
40 O 1.63 -2.37 -1.03  C39 1.251
41 N 1.81 -4.15 0.38  C39 1.352, H43 1.006, H44 1.003
42 N 3.45 -3.80 -1.14  C39 1.355, H45 1.007, H46 1.004
43 H 0.92 -3.92 0.79  N41 1.006
44 H 2.51 -4.67 0.87  N41 1.003
45 H 3.82 -3.25 -1.89  N42 1.007
46 H 3.57 -4.79 -1.12  N42 1.004
47 C -1.33 3.10 -3.27  C48 1.560, H53 1.093, H54 1.084, H55 1.098
48 C -1.80 2.40 -4.58  C47 1.560, C49 1.553, N52 1.481, H56 1.096
49 C -0.62 2.19 -5.57  C48 1.553, O50 1.402, H57 1.097, H58 1.091
50 O -1.16 1.51 -6.66  C49 1.402, C51 1.419
51 C -0.29 1.53 -7.78  O50 1.419, H59 1.090, H60 1.094, H61 1.091
52 N -2.57 1.17 -4.30  C48 1.481, H62 1.012, H63 1.022
53 H -0.37 2.65 -3.02  C47 1.093
54 H -2.10 3.14 -2.49  C47 1.084
55 H -1.03 4.15 -3.38  C47 1.098
56 H -2.48 3.12 -5.06  C48 1.096
57 H 0.09 1.55 -5.02  C49 1.097
58 H -0.29 3.22 -5.74  C49 1.091
59 H -0.75 0.96 -8.59  C51 1.090
60 H 0.64 1.00 -7.55  C51 1.094
61 H -0.05 2.52 -8.18  C51 1.091
62 H -3.54 1.31 -4.55  N52 1.012
63 H -2.21 0.56 -5.03  N52 1.022
64 C 2.63 1.42 -2.67  C65 1.532, H70 1.092, H71 1.093, H72 1.093
65 C 4.13 1.10 -2.52  C64 1.532, C66 1.544, N69 1.486, H73 1.089
66 C 4.37 0.38 -1.18  C65 1.544, O67 1.406, H74 1.098, H75 1.104
67 O 5.74 0.55 -0.89  C66 1.406, C68 1.403
68 C 6.21 0.08 0.35  O67 1.403, H76 1.098, H77 1.087, H78 1.095
69 N 4.52 0.16 -3.60  C65 1.486, H79 1.023, H80 1.022
70 H 2.48 1.96 -3.61  C64 1.092
71 H 2.27 2.09 -1.89  C64 1.093
72 H 1.94 0.57 -2.67  C64 1.093
73 H 4.67 2.04 -2.46  C65 1.089
74 H 4.01 -0.65 -1.09  C66 1.098
75 H 3.78 0.88 -0.40  C66 1.104
76 H 5.61 0.40 1.20  C68 1.098
77 H 7.21 0.47 0.48  C68 1.087
78 H 6.20 -1.02 0.43  C68 1.095
79 H 5.42 -0.24 -3.33  N69 1.023
80 H 3.97 -0.64 -3.28  N69 1.022
81 C 2.38 2.59 4.56  C82 1.543, H87 1.087, H88 1.093, H89 1.091
82 C 1.97 2.52 3.08  C81 1.543, C83 1.524, N86 1.509, H90 1.093
83 C 2.88 3.28 2.13  C82 1.524, O84 1.417, H91 1.098, H92 1.100
84 O 4.21 2.83 2.34  C83 1.417, C85 1.403
85 C 5.16 3.69 1.79  O84 1.403, H93 1.100, H94 1.093, H95 1.094
86 N 1.92 1.06 2.67  C82 1.509, H96 1.006, H97 1.010
87 H 1.65 2.21 5.28  C81 1.087
88 H 2.61 3.64 4.79  C81 1.093
89 H 3.33 2.08 4.71  C81 1.091
90 H 0.96 2.90 2.90  C82 1.093
91 H 2.88 4.37 2.31  C83 1.098
92 H 2.51 3.22 1.10  C83 1.100
93 H 6.01 3.18 1.31  C85 1.100
94 H 5.66 4.27 2.57  C85 1.093
95 H 4.84 4.27 0.92  C85 1.094
96 H 2.29 0.52 3.44  N86 1.006
97 H 2.41 1.11 1.79  N86 1.010
98 C -1.62 2.13 2.87  C99 1.532, H104 1.092, H105 1.094, H106 1.096
99 C -2.77 1.48 3.65  C98 1.532, C100 1.506, N103 1.485, H107 1.092
100 C -3.51 2.50 4.46  C99 1.506, O101 1.435, H108 1.099, H109 1.099
101 O -2.84 2.68 5.72  C100 1.435, C102 1.399
102 C -3.59 3.43 6.64  O101 1.399, H110 1.098, H111 1.090, H112 1.097
103 N -3.63 0.74 2.69  C99 1.485, H113 1.015, H114 1.017
104 H -1.93 2.63 1.96  C98 1.092
105 H -0.86 1.39 2.59  C98 1.094
106 H -1.09 2.86 3.50  C98 1.096
107 H -2.32 0.75 4.33  C99 1.092
108 H -4.53 2.24 4.79  C100 1.099
109 H -3.70 3.43 3.90  C100 1.099
110 H -4.49 2.98 7.09  C102 1.098
111 H -3.76 4.47 6.37  C102 1.090
112 H -3.02 3.43 7.57  C102 1.097
113 H -3.09 0.53 1.85  N103 1.015
114 H -4.32 1.42 2.38  N103 1.017
115 C -0.10 -1.93 3.53  C116 1.527, H121 1.093, H122 1.093, H123 1.092
116 C 0.19 -3.43 3.64  C115 1.527, C117 1.515, N120 1.479, H124 1.096
117 C -0.20 -4.02 4.98  C116 1.515, O118 1.444, H125 1.095, H126 1.095
118 O 0.07 -5.43 4.91  C117 1.444, C119 1.409
119 C 0.09 -5.95 6.22  O118 1.409, H127 1.098, H128 1.094, H129 1.091
120 N -0.54 -4.10 2.54  C116 1.479, H130 1.024, H131 1.027
121 H -1.15 -1.84 3.22  C115 1.093
122 H 0.46 -1.37 2.77  C115 1.093
123 H 0.07 -1.31 4.41  C115 1.092
124 H 1.20 -3.74 3.34  C116 1.096
125 H -1.23 -3.80 5.28  C117 1.095
126 H 0.43 -3.69 5.80  C117 1.095
127 H -0.89 -5.74 6.67  C119 1.098
128 H 0.87 -5.55 6.89  C119 1.094
129 H 0.16 -7.04 6.32  C119 1.091
130 H -0.40 -5.10 2.70  N120 1.024
131 H -1.52 -4.06 2.82  N120 1.027

Its total charge is 0.

Löwdin atomic charge list, values in e, 5 entries:
1. C -0.167
2. O -0.116
3. H 0.063
4. H 0.050
5. H 0.083

***

| no. | HOMO-LUMO gap (Eh) | E_HOMO (eV) |
| --- | --- | --- |
| 1 | 0.3682 | -9.6731 |
| 2 | 0.3159 | -8.4286 |